Formula: C28H51N2O10
Source: the Open Molecules 2025 dataset
Level of theory: ωB97M-V/def2-TZVPD

Its total charge is -1. The spin multiplicity is 1. The gap between HOMO and LUMO is 7.3 eV.

XYZ file:
```
91
Properties=species:S:1:pos:R:3:forces:R:3
C 1.260 -0.214 1.381 -3.09 1.18 -5.25
C 0.674 0.093 0.245 2.91 -0.08 5.03
C 0.080 0.757 -1.124 -0.80 -2.33 1.66
O 0.945 0.292 -2.185 -1.93 0.07 0.38
C 0.230 -0.275 -3.308 1.21 -0.88 -2.28
C 1.357 -0.481 -4.491 -0.70 0.74 -0.87
C 0.619 -0.071 -5.902 -0.74 0.21 1.18
C 2.670 0.434 -4.284 1.29 -0.86 -1.14
C 3.803 -0.339 -3.383 -0.90 0.94 -0.14
C 3.398 0.665 -5.742 0.63 0.66 0.50
C -1.454 0.154 -1.213 -3.01 -2.98 0.34
O -2.398 0.994 -1.513 3.50 -2.89 0.82
O -1.604 -1.217 -0.917 1.21 6.46 -1.45
N -0.076 2.241 -1.045 1.86 -0.68 2.15
C 0.975 2.916 -0.229 1.42 1.39 -0.13
C 2.495 2.685 -0.793 1.28 2.59 0.20
N 3.272 3.774 -0.954 -2.03 -3.72 0.24
O 0.109 2.737 -2.324 -0.51 1.21 -1.04
C -0.835 3.809 -2.605 -0.50 -0.09 -2.19
C -0.156 4.688 -3.815 0.81 -0.34 0.41
C 0.094 6.237 -3.415 0.55 -0.52 -0.66
C 1.632 6.459 -2.890 -1.32 0.23 0.55
H 1.641 -0.601 2.395 -0.81 0.72 -2.34
H -0.558 0.432 -3.784 1.12 -1.05 1.38
H -0.186 -1.343 -3.120 0.34 2.15 0.20
H 1.628 -1.606 -4.623 -0.16 1.95 0.56
H -0.483 -0.450 -5.829 1.97 0.45 -0.39
H 1.148 -0.504 -6.824 -0.91 0.77 1.38
H 0.529 1.091 -5.946 0.32 -2.02 -0.11
H 2.448 1.499 -3.893 0.06 -1.97 -0.28
H 4.640 0.449 -3.205 -1.18 -1.64 -0.23
H 4.186 -1.249 -4.001 -0.54 1.60 1.22
H 3.355 -0.670 -2.365 0.83 0.46 -1.77
H 4.541 0.835 -5.582 -1.94 -0.28 -0.15
H 3.016 1.649 -6.238 0.48 -2.00 0.60
H 3.312 -0.250 -6.433 -0.03 1.49 0.99
H 0.897 2.738 0.909 0.09 -0.25 -2.04
H 0.800 4.063 -0.364 0.34 -2.00 0.18
H 2.932 1.647 -1.027 -1.16 1.40 0.40
H 4.191 3.446 -1.315 -0.65 0.23 0.31
H -1.086 4.442 -1.680 0.44 -1.06 -1.34
H -1.773 3.300 -3.077 1.32 1.01 1.39
H 0.900 4.236 -4.023 -1.88 0.59 0.45
H -0.734 4.551 -4.816 0.73 0.42 1.91
H -0.100 6.868 -4.374 0.27 -0.82 1.85
H -0.638 6.515 -2.570 1.10 -0.15 -1.45
H 1.700 5.935 -1.852 0.29 0.83 -1.98
H 2.416 6.048 -3.626 -1.31 0.57 1.21
H 1.793 7.595 -2.735 -0.09 -1.83 -0.24
O -7.911 0.993 1.639 0.77 -0.27 -0.20
C -6.826 0.446 1.558 -0.43 0.13 -0.45
O -6.071 0.602 0.460 -0.70 0.54 0.41
C -4.708 0.147 0.338 0.35 -0.20 -0.23
C -4.653 -1.299 -0.074 -0.16 -0.47 0.15
C -6.355 -0.483 2.641 0.42 0.22 0.65
H -4.145 0.349 1.254 -0.14 -0.05 0.01
H -4.248 0.752 -0.445 -0.20 0.01 0.14
H -5.112 -1.951 0.675 -0.01 0.01 0.08
H -3.616 -1.610 -0.218 0.01 0.17 -0.12
H -5.201 -1.457 -1.007 0.11 0.14 0.02
H -6.799 -1.467 2.487 0.05 0.06 -0.01
H -6.684 -0.085 3.605 -0.21 -0.12 -0.20
H -5.272 -0.574 2.703 -0.05 -0.18 -0.20
O 2.650 -3.025 3.425 -0.01 -1.09 -0.72
C 2.156 -3.939 2.789 -0.29 0.99 0.34
O 2.940 -4.783 2.091 0.67 -0.09 0.31
C 2.476 -5.986 1.460 -0.17 0.08 -0.20
C 1.907 -5.693 0.087 -0.14 0.16 -0.11
C 0.665 -4.087 2.697 -0.24 -0.36 0.48
H 1.773 -6.521 2.103 -0.03 0.16 -0.04
H 3.351 -6.634 1.355 0.05 0.26 0.17
H 1.037 -5.035 0.143 0.02 -0.11 0.02
H 1.608 -6.619 -0.412 0.04 0.05 0.05
H 2.649 -5.182 -0.533 -0.02 -0.12 0.09
H 0.285 -3.418 1.922 0.03 0.01 -0.01
H 0.231 -3.807 3.660 0.11 0.17 -0.33
H 0.333 -5.105 2.499 0.02 0.05 -0.22
O -0.848 -3.627 5.490 -0.09 0.94 0.75
C -0.706 -2.800 6.368 0.19 -0.56 -0.56
O -0.921 -1.498 6.110 -0.40 -0.06 -0.31
C -0.954 -0.466 7.108 0.21 0.08 0.09
C 0.442 0.029 7.424 0.22 -0.06 0.00
C -0.204 -3.203 7.726 -0.44 -0.18 0.57
H -1.496 -0.800 7.998 0.10 -0.08 -0.05
H -1.538 0.354 6.682 0.02 -0.29 -0.16
H 1.067 -0.764 7.840 -0.08 0.05 0.06
H 0.405 0.853 8.142 -0.02 -0.05 -0.07
H 0.938 0.377 6.514 -0.15 0.01 0.08
H 0.884 -3.276 7.698 -0.06 0.02 -0.02
H -0.625 -4.181 7.974 0.22 0.06 -0.22
H -0.507 -2.530 8.526 0.19 0.11 -0.05
```
Forces are in eV/Å.



Formula: C7H12OS2
Source: the Open Molecules 2025 dataset
Level of theory: ωB97M-V/def2-TZVPD

The spin multiplicity is 1. The SMILES is CSC(=S)OC(C)=C(C)C. The gap between HOMO and LUMO is 8.9 eV.

XYZ file:
```
22
Properties=species:S:1:pos:R:3:forces:R:3
C 0.391 0.278 0.463 1.05 -0.26 3.19
C 1.509 -2.172 -0.081 -0.47 2.09 -0.05
C 1.124 0.330 1.797 -1.02 -0.20 0.73
C -0.527 2.486 1.191 0.62 -0.65 -1.58
C -1.372 1.461 -1.024 0.94 0.92 0.93
C -0.513 -2.727 -2.120 0.72 -1.30 0.02
C -0.483 1.306 0.258 0.10 -1.79 -3.30
O 0.743 -1.022 -0.177 -1.87 0.96 -1.44
S 2.825 -2.396 0.894 -0.91 -0.48 -0.93
S 0.961 -3.320 -1.356 2.23 -0.13 1.91
H 1.564 1.332 1.957 0.41 -0.75 -0.19
H 0.377 0.254 2.703 1.36 -0.36 -1.67
H 1.818 -0.530 1.701 -0.10 1.20 1.23
H -1.462 2.991 0.941 0.69 0.78 0.12
H 0.460 2.996 1.138 -1.03 0.46 -0.09
H -0.620 2.128 2.157 -0.19 -0.51 2.20
H -0.683 1.654 -1.893 -0.90 -0.14 0.65
H -2.076 2.384 -0.873 1.05 -2.13 -0.55
H -1.847 0.481 -1.136 -0.49 0.55 -0.46
H -0.159 -2.340 -3.081 -1.09 -0.73 -0.25
H -0.907 -1.946 -1.572 -0.84 1.72 1.18
H -1.124 -3.627 -1.889 -0.26 0.77 -1.64
```
Forces are in eV/Å.